The following is a DFT calculation (the ωB97M-V functional and the def2-TZVPD basis) of a molecular structure, C51H55I2N3O5P2Y.

Its spin multiplicity is 1. As for the total charge: +1. The orbital gap comes out at 5.94 eV. The energy relative to the best compared isomer or geometry (same formula, charge and spin) is 0.0 kJ/mol.

XYZ file:
```
119
Properties=species:S:1:pos:R:3:forces:R:3:lowdin_charge:R:1
Y -0.204123 0.155561 0.038652 -0.8632 0.2559 0.1439 1.381
C 1.199105 -1.903990 2.695291 -0.0104 -0.0900 0.0091 -0.270
P 0.999919 -0.086236 2.703278 -0.0015 0.0890 -0.2064 1.047
C 0.056073 0.384331 4.180867 -0.0206 -0.0079 -0.0008 -0.379
C -0.080373 1.753701 4.424048 -0.0866 0.0212 -0.0038 -0.098
C -0.905822 2.211248 5.439106 0.0276 0.0114 0.0072 -0.067
C -1.614385 1.307421 6.221135 0.0035 -0.0124 0.0154 -0.076
C -1.491609 -0.052733 5.983334 -0.0419 0.0498 -0.0287 -0.067
C -0.659671 -0.511352 4.969643 0.0084 -0.0957 0.0428 -0.088
C 2.672149 0.554708 3.004532 0.0696 -0.0539 0.1450 -0.348
C 3.168718 0.730136 4.296822 -0.0250 0.0504 -0.0064 -0.080
C 4.459426 1.196184 4.496198 0.0133 0.0084 -0.0366 -0.076
C 5.270845 1.480503 3.404789 0.0060 -0.0043 0.0132 -0.078
C 4.788676 1.296345 2.117009 -0.0213 -0.0035 -0.0232 -0.074
C 3.493276 0.838903 1.916547 0.0425 0.0027 -0.0443 -0.104
C 1.505988 -2.361880 1.289726 -0.0760 0.0851 -0.0608 -0.399
C 2.064125 -3.559777 0.928054 0.0457 -0.0335 -0.0037 -0.059
C 2.170841 -3.557294 -0.484964 0.0190 -0.0136 -0.0050 -0.060
C 1.678173 -2.353340 -0.916642 -0.0167 0.1843 -0.0126 -0.393
C 1.772968 -1.811233 -2.316427 -0.0038 -0.0074 -0.1146 -0.258
P 0.511085 -0.530339 -2.765654 0.1932 -0.0166 0.2783 1.023
C -0.105478 -1.139575 -4.361889 0.0425 0.0228 -0.0639 -0.385
C 0.713432 -1.092877 -5.491667 -0.0137 0.0163 -0.0251 -0.083
C 0.299756 -1.674319 -6.678951 -0.0205 -0.0007 0.0067 -0.062
C -0.928419 -2.320936 -6.748064 0.0098 -0.0131 -0.0111 -0.074
C -1.746857 -2.372712 -5.631330 0.0027 0.0057 -0.0043 -0.105
C -1.337622 -1.777795 -4.445619 -0.0414 -0.0028 0.0164 -0.152
C 1.468312 0.965866 -3.156457 -0.0055 -0.0157 -0.0735 -0.388
C 0.988156 1.887724 -4.088489 -0.0083 0.0079 0.0297 -0.108
C 1.620781 3.109558 -4.254698 -0.0043 -0.0119 -0.0050 -0.069
C 2.733659 3.429242 -3.487396 0.0115 0.0047 -0.0154 -0.073
C 3.211484 2.521218 -2.555109 -0.0061 0.0096 0.0150 -0.070
C 2.581002 1.296430 -2.387548 0.0780 0.0395 0.0188 -0.110
N 1.231579 -1.592716 0.155927 0.4657 -0.4956 0.0377 -0.111
H 0.274118 -2.352712 3.068120 -0.0175 0.0309 -0.0023 0.057
H 1.988496 -2.213524 3.382593 0.0249 0.0017 -0.0194 0.103
H 0.454079 2.470266 3.809021 0.0354 -0.0024 -0.0317 0.095
H -0.993929 3.275942 5.617916 -0.0071 -0.0105 0.0102 0.109
H -2.256636 1.662299 7.016108 -0.0173 -0.0092 -0.0110 0.105
H -2.055920 -0.758846 6.577513 0.0089 -0.0024 0.0126 0.115
H -0.582508 -1.579967 4.809546 0.0368 0.0272 -0.0266 0.099
H 2.540157 0.514141 5.152021 -0.0055 -0.0124 0.0040 0.109
H 4.834362 1.331441 5.502453 -0.0034 -0.0026 -0.0026 0.108
H 6.280881 1.837815 3.559522 -0.0070 0.0019 -0.0002 0.108
H 5.420180 1.508413 1.263475 0.0094 0.0028 0.0122 0.107
H 3.117294 0.714400 0.908904 -0.0257 -0.0215 0.0104 0.083
H 2.379755 -4.337314 1.607183 -0.0078 -0.0074 -0.0224 0.103
H 2.601509 -4.322968 -1.112045 -0.0069 -0.0138 0.0256 0.103
H 1.654180 -2.625081 -3.033288 0.0094 -0.0251 0.0158 0.093
H 2.757941 -1.376460 -2.513646 0.0079 -0.0385 0.0415 0.086
H 1.676875 -0.599311 -5.446250 -0.0061 0.0019 0.0245 0.115
H 0.939081 -1.629018 -7.550823 0.0019 -0.0049 0.0055 0.111
H -1.244205 -2.783243 -7.674234 -0.0046 0.0087 0.0053 0.110
H -2.708202 -2.867456 -5.683106 0.0046 0.0009 0.0023 0.109
H -1.987570 -1.807591 -3.581055 0.0233 -0.0004 -0.0220 0.057
H 0.119438 1.644754 -4.689854 0.0100 0.0118 -0.0031 0.082
H 1.244418 3.812369 -4.987037 0.0121 -0.0034 0.0032 0.109
H 3.228540 4.382117 -3.622090 -0.0032 -0.0038 0.0107 0.107
H 4.077047 2.763401 -1.951676 -0.0026 0.0086 -0.0127 0.108
H 2.967699 0.607496 -1.643191 -0.0421 -0.0241 -0.0167 0.095
C 3.275193 5.054899 3.338881 -0.0446 -0.0027 -0.0436 -0.044
O 2.007257 5.646965 3.060017 -0.0173 -0.0118 -0.0405 -0.049
C 1.183404 5.001832 2.222709 0.1505 0.0037 0.0914 -0.271
C -0.061386 5.632891 1.989184 -0.0694 -0.0518 -0.0547 0.009
C -0.963819 5.025328 1.173104 0.0061 0.0679 0.0229 -0.022
C -0.725490 3.758161 0.570095 -0.0325 0.0627 0.0244 -0.096
C -1.715694 3.138626 -0.256979 0.0480 -0.1447 0.0436 -0.368
C -2.832443 3.944182 -0.857431 -0.0074 0.0177 -0.1598 -0.054
O -1.701004 1.910749 -0.565411 0.0048 0.0186 0.0986 -0.203
C 0.542847 3.144007 0.814507 0.0142 -0.1999 0.0131 -0.318
O 0.861063 1.986899 0.321106 -0.0327 0.0512 -0.2838 -0.239
C 1.488293 3.797399 1.625992 -0.0478 0.0897 -0.0304 0.048
H 3.769142 5.728878 4.030719 0.0095 -0.0026 0.0083 0.099
H 3.865756 4.962451 2.425504 0.0115 0.0064 0.0117 0.102
H 3.156997 4.069838 3.796774 -0.0092 0.0070 0.0055 0.088
H -0.269329 6.581649 2.462799 0.0222 -0.0103 0.0130 0.124
H -1.913434 5.517565 1.020217 0.0331 0.0025 0.0124 0.104
H -2.996461 4.915888 -0.406065 0.0155 -0.0405 -0.0110 0.069
H -3.754955 3.364471 -0.842993 0.0212 -0.0126 -0.0303 0.074
H -2.573294 4.116303 -1.905104 0.0246 -0.0056 -0.0157 0.072
H 2.434407 3.299208 1.774000 -0.0078 -0.0033 0.0082 0.100
I -3.008769 1.411939 -3.371707 0.0964 0.0783 0.1541 0.326
I -3.567579 1.008259 -5.921738 -0.0466 -0.0433 -0.1276 0.161
C -4.233612 -2.578785 -1.426009 -0.0532 0.0016 0.0022 -0.056
C -2.747270 -2.622427 -1.165255 0.0954 -0.0250 -0.0424 -0.280
O -2.209358 -1.297209 -1.008720 0.1498 0.3248 0.1922 -0.221
H -4.633875 -3.588781 -1.518329 0.0180 0.0038 -0.0059 0.089
H -4.453818 -2.047667 -2.356156 0.0046 0.0000 0.0076 0.076
H -4.754017 -2.075272 -0.609321 0.0094 -0.0040 -0.0070 0.082
H -2.208709 -3.135534 -1.965732 -0.0241 -0.0001 -0.0093 0.110
H -2.524855 -3.151524 -0.242085 -0.0180 -0.0143 0.0026 0.098
H -2.640574 -0.704654 -1.641482 -0.0152 -0.0908 -0.0867 -0.039
C -5.043810 3.209062 5.718373 0.0332 0.0525 0.0515 -0.062
C -5.930396 2.534140 4.685658 -0.0608 -0.0475 -0.0776 -0.185
N -5.178293 1.774398 3.679066 0.0611 0.0664 0.0260 -0.045
C -5.068215 2.357919 2.350662 -0.1544 -0.0696 -0.0141 -0.196
C -4.160401 3.577223 2.304153 0.0086 0.1248 -0.0309 -0.059
C -4.676876 0.582652 4.068743 0.1884 0.0020 0.1611 -0.411
O -4.868996 0.126618 5.187766 -0.1086 -0.0064 -0.1025 0.068
C -3.803215 -0.237939 3.147570 -0.0072 0.0781 0.0040 -0.083
C -3.949271 -1.619894 3.219714 -0.0224 -0.0341 -0.0171 0.032
C -3.054372 -2.438243 2.553564 0.1062 0.1749 0.1824 -0.010
C -2.008732 -1.836036 1.878015 -0.0790 -0.2126 -0.2331 -0.168
N -1.885463 -0.514809 1.750037 -0.0909 0.1096 0.0586 -0.029
C -2.763324 0.270378 2.385069 -0.0126 -0.0513 -0.0292 -0.061
H -5.656480 3.753336 6.438280 -0.0071 -0.0121 -0.0184 0.082
H -4.354802 3.918248 5.257284 -0.0019 -0.0162 -0.0168 0.067
H -4.466759 2.463437 6.261560 0.0005 -0.0188 -0.0051 0.057
H -6.527654 3.267668 4.142134 0.0178 0.0164 0.0137 0.120
H -6.618303 1.848208 5.178787 0.0091 -0.0080 0.0198 0.124
H -6.075076 2.643975 2.032599 0.0147 0.0096 -0.0029 0.127
H -4.746626 1.590491 1.649820 0.0518 -0.0003 -0.0035 0.109
H -4.569305 4.392587 2.902442 0.0020 -0.0314 0.0369 0.082
H -4.076381 3.941134 1.279094 -0.0519 -0.0379 0.1506 0.050
H -3.157579 3.363126 2.682407 -0.0281 -0.0230 -0.0083 0.072
H -4.746433 -2.029463 3.825974 -0.0008 0.0027 0.0018 0.134
H -3.129991 -3.516121 2.587853 0.0035 0.0055 0.0419 0.123
H -1.244166 -2.435847 1.391561 -0.0315 -0.0070 -0.0309 0.107
H -2.604641 1.337979 2.284795 0.0515 -0.0390 0.0318 0.111
```
Positions in Å, forces in eV/Å.

The following is a DFT calculation (the ωB97M-V functional and the def2-TZVPD basis) of a molecular structure, C51H57GaN5PS3.

Its spin multiplicity is 1. The orbital gap comes out at 5.62 eV. The energy relative to the best compared isomer or geometry (same formula, charge and spin) is 183.9 kJ/mol.

XYZ file:
```
118
Properties=species:S:1:pos:R:3:forces:R:3:lowdin_charge:R:1
Ga 0.155381 0.752653 0.274344 -0.0648 0.0564 0.0790 0.184
C -3.510842 3.290346 -4.144930 0.0257 -0.1568 -0.0658 -0.077
C -3.326694 1.767548 -4.052763 0.0187 0.2283 0.1710 -0.188
C -2.904431 1.346812 -2.677838 0.1506 0.0388 -0.0665 -0.127
C -3.702680 0.998484 -1.617794 -0.0204 -0.1172 0.1815 -0.127
C -5.197659 0.926052 -1.561171 0.0411 0.2267 0.0811 -0.186
C -5.819552 2.175142 -0.919610 -0.0168 -0.1275 -0.0432 -0.080
C -2.823065 0.733108 -0.519915 -0.0969 0.0755 -0.2090 -0.208
C -3.228041 0.353419 0.766000 0.0647 -0.0419 0.1344 0.079
C -2.413323 0.059108 1.823230 -0.2294 0.0726 -0.1247 -0.212
C -2.873667 -0.431112 3.101876 0.0786 -0.0324 0.0852 -0.120
C -4.306044 -0.597968 3.498217 0.0284 0.2141 0.0319 -0.183
C -4.958643 0.738832 3.880356 0.0012 -0.1152 -0.0100 -0.077
C -1.761220 -0.688694 3.842265 -0.0725 -0.1515 -0.0214 -0.122
C -0.624877 -0.352052 3.010141 -0.0443 0.0690 -0.1789 -0.215
C 0.707514 -0.576371 3.386921 0.0590 -0.0588 0.0578 0.043
C 1.811289 -0.449153 2.587999 -0.0591 -0.1171 0.0512 -0.242
N 1.818422 -0.043380 1.294998 -0.0435 0.2928 0.1440 0.089
C 3.093975 -0.063196 0.819904 -0.0052 0.0135 -0.1593 -0.255
C 3.481512 0.299908 -0.437184 0.1249 -0.0410 0.0311 0.033
C 2.650718 0.784088 -1.464371 -0.1817 -0.0263 0.0711 -0.202
N 1.311441 0.877885 -1.394664 0.1270 -0.0484 0.1220 0.077
C 0.887465 1.403589 -2.599552 -0.1021 -0.0357 -0.2419 -0.229
C -0.418942 1.569762 -2.972991 0.1616 0.0198 0.1045 0.067
C -1.554622 1.288112 -2.202406 -0.2433 0.0054 -0.0308 -0.225
N -1.530988 0.902266 -0.897938 0.2012 0.0324 -0.0063 0.071
C 2.032246 1.645269 -3.449875 0.0226 0.0856 0.0924 -0.116
C 3.129122 1.267495 -2.739411 0.0262 0.0081 -0.1558 -0.120
C 4.558814 1.303401 -3.178993 -0.0200 -0.1572 -0.0084 -0.193
C 5.008682 -0.025321 -3.796998 0.0391 0.0615 0.0577 -0.083
C 1.972120 2.282713 -4.803588 -0.0663 0.0800 0.1243 -0.174
C 1.794680 3.802756 -4.699267 0.0542 -0.1051 -0.1205 -0.075
C 4.054720 -0.516063 1.877702 0.2760 0.1953 0.2112 -0.490
C 3.194562 -0.795920 3.061610 -0.0997 0.1399 -0.0121 -0.540
C 3.418043 -1.927525 4.045904 0.0051 0.1189 -0.0067 -0.203
C 3.435361 -1.497153 5.512398 -0.1044 -0.0357 -0.1000 -0.098
C 5.313535 -1.294376 1.500654 -0.1127 -0.0537 0.0353 -0.204
C 6.627101 -0.839428 2.131148 -0.1287 0.0408 -0.0231 -0.121
N -1.033778 0.105962 1.811823 0.3251 -0.1123 0.0617 0.079
C -1.681353 -1.266646 5.220904 -0.0153 0.2494 0.0568 -0.191
C -1.584754 -0.193714 6.313143 0.0085 -0.1194 -0.0340 -0.079
H -3.752271 3.598141 -5.164387 -0.0079 0.0055 0.0347 0.071
H -2.596938 3.800489 -3.834990 -0.0330 0.0273 -0.0069 0.074
H -4.316460 3.615377 -3.485946 0.0237 0.0367 0.0006 0.063
H -2.583924 1.449491 -4.786341 -0.0265 -0.0607 -0.0313 0.102
H -4.263375 1.270928 -4.311472 0.0071 -0.0293 -0.0590 0.104
H -5.503515 0.043106 -0.995219 -0.0284 -0.0436 -0.0520 0.107
H -5.594417 0.810529 -2.571492 -0.0035 -0.0614 -0.0036 0.103
H -5.472465 2.297679 0.107771 0.0022 0.0264 -0.0174 0.066
H -6.908872 2.103745 -0.908786 0.0163 0.0251 0.0155 0.071
H -5.538635 3.071065 -1.473544 -0.0010 0.0140 0.0197 0.065
H -4.295316 0.276301 0.937311 0.0328 -0.0567 -0.0301 0.110
H -4.365838 -1.275360 4.351533 -0.0184 -0.0594 -0.0372 0.103
H -4.866166 -1.059218 2.681710 -0.0120 -0.0307 0.0148 0.110
H -4.437201 1.187516 4.727185 -0.0107 0.0185 -0.0285 0.071
H -6.003354 0.590082 4.159605 0.0221 0.0352 -0.0105 0.072
H -4.917159 1.445740 3.050353 -0.0052 0.0006 0.0282 0.067
H 0.867909 -0.924500 4.397167 0.0220 0.0033 -0.0201 0.094
H 4.538599 0.256294 -0.662433 -0.0131 0.0519 0.0237 0.108
H -0.594905 1.944572 -3.973462 0.0054 -0.0186 -0.0144 0.113
H 5.198555 1.551351 -2.328793 -0.0120 0.0588 -0.0544 0.096
H 4.687069 2.104144 -3.909887 0.0303 0.0473 0.0541 0.109
H 4.895844 -0.842981 -3.081569 -0.0127 -0.0011 -0.0342 0.071
H 6.056467 0.021187 -4.099752 -0.0162 -0.0221 -0.0036 0.071
H 4.407870 -0.262623 -4.676531 -0.0028 -0.0252 0.0148 0.074
H 1.142969 1.858448 -5.374629 0.0289 -0.0502 -0.0433 0.108
H 2.885807 2.060363 -5.356627 -0.0058 -0.0478 -0.0198 0.107
H 0.901146 4.047038 -4.122090 0.0075 0.0245 0.0064 0.077
H 1.704681 4.254776 -5.688724 -0.0061 -0.0070 0.0024 0.076
H 2.648136 4.244248 -4.185987 -0.1249 -0.1282 -0.1899 0.039
H 4.367919 -2.411564 3.808054 -0.0021 -0.0041 -0.0097 0.106
H 2.626299 -2.662930 3.881632 0.0442 -0.0697 -0.0183 0.120
H 4.210416 -0.749175 5.672777 0.0273 -0.0087 0.0273 0.057
H 3.632465 -2.351901 6.160804 -0.0021 0.0204 -0.0080 0.075
H 2.482352 -1.057909 5.812087 0.0290 0.0029 0.0240 0.065
H 5.416937 -1.242371 0.417318 -0.0487 -0.0875 -0.0266 0.097
H 5.150112 -2.347634 1.746633 -0.0544 -0.0289 -0.0946 0.113
H 6.814297 0.211286 1.904476 0.0326 -0.0112 0.0161 0.069
H 7.454911 -1.433412 1.739032 -0.0375 0.0076 -0.0002 0.074
H 6.607017 -0.941528 3.214174 0.0240 0.0026 0.0284 0.058
H -0.816440 -1.929315 5.292619 -0.0261 -0.0566 -0.0132 0.103
H -2.565253 -1.881357 5.400509 0.0281 -0.0564 0.0133 0.103
H -0.734165 0.466226 6.134223 -0.0191 0.0060 0.0188 0.076
H -1.465226 -0.658166 7.293606 0.0079 0.0524 0.0072 0.071
H -2.488074 0.417733 6.334450 0.0311 0.0232 -0.0218 0.067
S -1.265530 -3.167818 -2.011272 0.0657 0.0267 0.0486 1.035
C -1.375406 -3.479429 -0.329524 -0.0311 -0.0469 -0.0919 -0.382
C -0.677111 -2.542555 0.355410 0.0704 0.0280 -0.0643 -0.215
N -0.066969 -1.584242 -0.423295 -0.1916 -0.1754 -0.0381 -0.029
C -0.286510 -1.807584 -1.685709 0.0121 -0.1206 -0.0002 -0.459
H -1.942386 -4.313309 0.051396 0.0570 0.0360 0.0278 0.067
H -0.563878 -2.506164 1.428914 -0.0434 0.0685 -0.0071 0.112
H 0.100196 -1.185649 -2.481725 -0.0446 0.0588 0.0695 0.080
S 4.191090 0.724732 3.250747 0.0190 -0.1241 -0.1624 0.959
P 2.102779 3.233927 1.374536 0.2706 0.1593 0.0430 0.697
S 0.150787 3.084588 0.681725 -0.1157 -0.2764 0.0311 0.387
C 2.095794 4.846438 2.289903 -0.0377 -0.0649 -0.0464 -0.407
C 0.937254 5.556464 2.588115 0.0873 0.0217 -0.0324 -0.124
C 1.008666 6.770218 3.264784 -0.0715 -0.0470 -0.0030 -0.094
C 2.234291 7.289961 3.647291 0.0254 -0.0028 0.0256 -0.105
C 3.394267 6.570700 3.385268 0.0111 -0.0501 -0.0199 -0.095
C 3.322974 5.351406 2.729323 -0.1050 0.0546 -0.0072 -0.109
C 3.074634 3.836632 -0.088382 -0.0821 0.0806 0.1132 -0.411
C 2.524740 4.578174 -1.128583 0.0738 0.0731 -0.0535 -0.097
C 3.344075 5.132609 -2.103662 0.0358 0.1031 0.1477 -0.109
C 4.718965 4.937092 -2.064128 -0.0068 -0.0500 0.0409 -0.093
C 5.271011 4.157233 -1.056523 -0.0250 0.0298 -0.0019 -0.099
C 4.450689 3.608447 -0.079200 -0.0156 -0.0552 -0.0034 -0.128
H -0.020281 5.159057 2.275737 -0.0080 0.0406 0.0091 0.046
H 0.096949 7.312043 3.489129 0.0235 -0.0049 -0.0304 0.099
H 2.288281 8.246158 4.153242 -0.0004 -0.0244 0.0089 0.096
H 4.357991 6.961273 3.690218 -0.0235 -0.0161 0.0161 0.098
H 4.232696 4.790760 2.550720 0.0304 -0.0035 -0.0673 0.093
H 1.451151 4.727891 -1.166509 0.0087 0.0125 0.0400 0.080
H 2.909646 5.734273 -2.893906 0.0371 0.0463 0.1427 0.097
H 5.356017 5.387300 -2.815603 -0.0015 -0.0139 -0.0112 0.101
H 6.340604 3.985554 -1.025532 -0.0059 -0.0094 -0.0073 0.101
H 4.881726 2.987855 0.702076 -0.0234 0.0493 0.0151 0.093
```
Positions in Å, forces in eV/Å.

no.,highest occupied orbital energy (eV)
1,-9.508
2,-6.564